Model i:
Density functional theory data (ωB97M-V with the def2-TZVPD basis set) for a 13-piece molecular cluster, H26O13 overall.

XYZ file:
```
39
Properties=species:S:1:pos:R:3
H -0.40727 -0.71779 -0.52588
H 0.62187 0.14340 -1.33735
H -1.83873 1.93554 -0.08284
H -2.08424 1.74378 -1.62583
H -2.02546 -2.20336 -0.13431
H -3.02102 -1.25591 -0.66249
H -1.74034 1.05800 1.86146
H -1.56638 2.32640 2.39212
H 1.94334 -1.71476 -1.43222
H 2.41746 -3.02239 -2.16247
H 1.03315 -3.90429 3.69543
H 0.89217 -3.35792 2.35321
H -3.56612 -2.48142 -2.82526
H -4.31300 -3.81912 -3.21570
H 1.65350 0.30657 3.00424
H 0.96605 -0.40028 1.78323
H 0.37287 5.50055 0.04622
H 0.73084 4.26595 -0.62407
H 5.16173 -0.90759 0.18867
H 5.37635 -2.36163 -0.19791
H 1.91320 2.57021 0.46981
H 1.55663 1.63807 -0.51697
H 2.47167 0.52338 -2.09307
H 1.70101 1.91743 -2.37228
H -3.71608 1.37534 1.82427
H -4.50504 0.03239 1.41394
O 0.50505 -0.54765 -0.57269
O -1.60561 2.28183 -0.95619
O -2.35168 -1.34880 0.01703
O -1.91074 1.96928 1.62540
O 1.89308 -2.73123 -1.41801
O 0.83134 -3.04957 3.24069
O -3.83412 -3.38160 -2.50298
O 0.85702 0.10540 2.63591
O 0.63242 5.22142 -0.81093
O 4.77177 -1.59810 -0.27855
O 1.41588 1.81515 0.42024
O 2.45301 1.43181 -1.87565
O -3.68561 0.64151 1.25180
```

Output
Spin multiplicity: 1
E_LUMO (eV): 0.028
Frontier orbital gap (eV): 10.06


Model ii:
Density functional theory data (ωB97M-V with the def2-TZVPD basis set) for a 13-piece molecular cluster, H26O13 overall.

XYZ file:
```
39
Properties=species:S:1:pos:R:3
H -0.68709 1.10117 0.35412
H -0.40008 0.38924 -0.95768
H 3.97591 -0.03430 -0.20365
H 5.41413 0.45718 -0.20293
H -1.33541 -3.96384 -1.48179
H -1.31868 -3.72280 -2.98235
H 0.39960 2.86756 1.83687
H 0.00868 1.45416 2.23630
H -0.11154 5.59701 1.87008
H -1.40498 5.33004 2.62227
H 2.12422 -0.34203 1.16121
H 1.75487 -1.43568 0.17250
H -3.38881 0.02888 -1.86958
H -2.85806 1.32560 -2.45854
H 0.50869 -2.26266 4.56308
H 0.49197 -2.08120 3.05417
H -2.56686 -1.40476 -1.52812
H -1.40314 -1.72986 -2.45013
H 0.54005 -1.49234 -3.57985
H 0.47534 -0.67879 -2.29767
H -3.74182 1.57015 1.78069
H -3.00380 1.97114 0.51397
H 2.52864 -3.31447 1.65787
H 1.19578 -3.44381 0.93898
H 1.63778 1.95556 -1.78686
H 1.42859 0.98561 -0.63557
O -0.69035 1.23598 -0.60024
O 4.88641 -0.34859 -0.23818
O -1.01397 -3.34680 -2.14882
O 0.35654 2.27725 2.59757
O -0.76930 4.91115 2.03114
O 2.51350 -1.02036 0.59790
O -2.89310 0.37598 -2.61977
O -0.05199 -2.38648 3.78895
O -1.74711 -1.03616 -1.87616
O -0.05540 -0.94313 -3.05755
O -3.62696 2.30584 1.16868
O 1.86003 -2.79496 1.19737
O 0.96773 1.64350 -1.16828
```

Output
Spin multiplicity: 1
E_LUMO (eV): -0.233
Frontier orbital gap (eV): 7.83


Model iii:
Density functional theory data (ωB97M-V with the def2-TZVPD basis set) for a 13-piece molecular cluster, H26O13 overall.

XYZ file:
```
39
Properties=species:S:1:pos:R:3
O -0.23681 -0.83259 -0.16764
H -0.88994 -0.72419 0.52367
H 0.20852 0.01355 -0.21188
O 1.13517 1.54786 2.91553
H 1.47386 1.96254 2.12208
H 0.42477 0.98503 2.60766
O -0.31331 -0.01172 -3.46525
H 0.39790 -0.41584 -2.96816
H -1.01374 -0.66405 -3.45554
O -0.90478 1.91514 -1.78873
H -0.97135 1.21523 -2.43828
H -1.79184 2.26924 -1.72571
O 0.08386 3.61111 0.41837
H -0.72539 3.54704 0.92557
H 0.04533 2.87255 -0.18931
O 2.39655 0.48498 0.40273
H 3.27745 0.13622 0.53914
H 2.49700 1.43262 0.49286
O 2.49070 -2.07019 1.80397
H 2.03365 -1.75209 1.02542
H 3.21234 -2.59679 1.46022
O 1.66349 -1.27817 -2.17696
H 1.33148 -1.12930 -1.29161
H 2.61283 -1.33823 -2.07032
O 1.87505 2.40998 -2.52930
H 1.32258 1.63228 -2.45059
H 1.32384 3.05158 -2.97735
O -1.00820 -2.67785 -1.89599
H -0.63164 -2.09271 -1.23869
H -0.27933 -3.23673 -2.16551
O -2.04470 0.95423 1.51293
H -2.22478 1.23029 2.41159
H -2.65317 0.23189 1.35728
O -1.37723 -1.33008 2.94585
H -1.39101 -0.68676 3.65449
H -1.19307 -2.16253 3.38099
O -3.42370 -1.90703 1.28063
H -2.80965 -1.88338 2.01454
H -3.92280 -2.71331 1.41121
```

Output
Spin multiplicity: 1
E_LUMO (eV): -0.172
Frontier orbital gap (eV): 10.63


Model iv:
Density functional theory data (ωB97M-V with the def2-TZVPD basis set) for a 13-piece molecular cluster, H26O13 overall.

XYZ file:
```
39
Properties=species:S:1:pos:R:3
O 1.00596 -3.29593 1.50989
H 0.10042 -2.98181 1.36888
H 1.52700 -2.87486 0.79617
O -2.28162 1.97560 0.68601
H -2.76572 2.63118 1.21504
H -2.89741 1.70386 -0.01568
O 3.23640 1.45377 1.32074
H 2.83453 1.79569 0.49189
H 2.57572 0.82993 1.69457
O 1.14201 0.15843 2.83952
H 0.36205 -0.22641 2.38962
H 1.70272 -0.60545 3.04588
O -1.31977 -0.99570 2.06816
H -1.72284 -1.26167 2.90657
H -1.87478 -0.26139 1.75063
O -1.70753 -3.20906 0.16904
H -2.43413 -2.54377 0.29839
H -1.66941 -3.33188 -0.78691
O -3.41827 -1.06006 -0.29232
H -3.78988 -1.16523 -1.18297
H -4.17848 -0.84787 0.27116
O 2.11242 2.79548 -0.96114
H 2.63717 3.60502 -0.97313
H 1.22027 3.08390 -0.66822
O 2.18167 -0.79276 -2.86630
H 1.21497 -0.72102 -2.97422
H 2.50088 0.12021 -2.89817
O -0.95634 -0.72997 -2.92238
H -1.12063 0.12592 -3.33574
H -0.50124 -0.51455 -2.05349
O -0.44975 3.87808 -0.42765
H -0.98735 3.30554 0.16389
H -1.07107 4.52184 -0.78508
O 0.08849 0.00512 -0.51747
H 0.11877 0.91655 -0.19955
H -0.40858 -0.48176 0.16011
O 2.79904 -1.71768 -0.08949
H 2.48991 -1.29873 -0.91875
H 3.70440 -1.98856 -0.27748
```

Output
Spin multiplicity: 1
E_LUMO (eV): -0.879
Frontier orbital gap (eV): 8.58


model iv has the most favorable energy; the next structure is 9.7 kcal/mol above.


Model i:
Density functional theory data (ωB97M-V with the def2-TZVPD basis set) for a 13-piece molecular cluster, H26O13 overall.

XYZ file:
```
39
Properties=species:S:1:pos:R:3
O 23.41228 9.84060 14.01652
H 23.19582 9.53057 13.12115
H 24.15451 9.29601 14.29705
O 19.24442 11.17265 10.12692
H 18.48080 11.25027 9.54050
H 18.99712 11.65041 10.93073
O 19.99586 8.52729 15.41522
H 20.30606 9.41647 15.21954
H 19.61133 8.21328 14.58294
O 22.95083 13.41399 13.05423
H 23.09237 13.61131 12.11808
H 22.29875 14.05928 13.34904
O 25.65486 12.92503 12.71708
H 25.51303 13.84049 12.46155
H 24.88018 12.70113 13.25682
O 19.97611 12.53831 14.49059
H 20.19264 11.93531 13.74809
H 19.79455 13.38736 14.07900
O 22.01608 11.96607 9.31049
H 22.33245 11.73826 8.42920
H 21.12517 11.59032 9.36710
O 21.29315 11.13677 12.51660
H 21.46222 10.58674 11.74695
H 22.13961 11.60424 12.67396
O 19.02606 8.24902 12.64267
H 19.54802 8.39283 11.83141
H 18.21258 8.74492 12.50655
O 22.95772 11.70030 16.06047
H 22.08315 11.87204 16.42458
H 22.79547 11.12564 15.29058
O 20.37227 8.62284 10.11960
H 20.11313 9.56553 10.01875
H 20.19462 8.20635 9.26817
O 25.08830 10.56366 10.63875
H 25.17749 11.50238 10.44445
H 24.17229 10.34862 10.42025
O 22.88086 8.90475 11.31015
H 23.56229 8.35728 10.90100
H 22.05516 8.68351 10.83350
```

Output
Spin multiplicity: 1
E_LUMO (eV): -0.775
Frontier orbital gap (eV): 9.23


Model ii:
Density functional theory data (ωB97M-V with the def2-TZVPD basis set) for a 13-piece molecular cluster, H26O13 overall.

XYZ file:
```
39
Properties=species:S:1:pos:R:3
O 1.70810 -2.35772 -1.42044
H 1.50827 -1.45134 -1.46908
H 0.89866 -2.93310 -1.49431
O -1.95948 -1.70020 2.50813
H -1.87839 -1.86694 1.53900
H -2.45184 -2.40971 2.86163
O 0.47887 0.13331 -3.34616
H 0.69072 0.97472 -3.15540
H 0.36775 0.13753 -4.28129
O 0.58106 -0.66620 2.78502
H 1.24873 -1.08428 2.22410
H 0.01039 -1.46414 2.73345
O 2.55779 -1.86503 1.09766
H 2.39213 -1.81701 0.10972
H 3.44973 -2.28385 1.17597
O 1.03685 3.36963 0.72784
H 0.54139 2.82711 1.39483
H 2.02275 3.32064 0.55474
O 0.40328 -0.21037 -0.10033
H -0.07804 0.53578 -0.46811
H 0.17342 -0.04898 0.90836
O -0.39038 2.27689 -1.59153
H 0.35491 2.54588 -0.89711
H -1.09529 1.86374 -1.17894
O 3.37930 0.45823 -0.18943
H 3.16586 0.39633 -1.09713
H 2.75667 -0.27140 0.19757
O -0.53506 1.51297 2.38841
H -0.09540 0.83685 2.92989
H -1.09936 1.98099 2.86595
O -1.99747 -0.49291 -2.48968
H -2.50782 0.23064 -2.51851
H -1.16246 -0.23490 -2.70642
O -2.22066 1.95162 0.27675
H -1.64252 1.79254 1.05144
H -3.13088 1.57887 0.54120
O -2.32795 -2.07585 -0.59761
H -1.89273 -1.51532 -1.11687
H -3.26090 -1.97502 -0.75330
```

Output
Spin multiplicity: 1
E_LUMO (eV): 0.269
Frontier orbital gap (eV): 10.98


Model iii:
Density functional theory data (ωB97M-V with the def2-TZVPD basis set) for a 13-piece molecular cluster, H26O13 overall.

XYZ file:
```
39
Properties=species:S:1:pos:R:3
O 18.49300 3.00600 -8.20900
H 18.82100 3.36300 -8.97200
H 19.18300 2.57700 -7.71800
O 15.99300 3.67200 -11.08600
H 16.13000 4.49400 -11.49300
H 15.14800 3.42100 -11.45400
O 17.33600 0.38400 -9.16500
H 17.64700 1.21300 -8.88800
H 17.43800 0.34000 -10.11600
O 21.68800 5.63100 -11.59400
H 21.68500 4.84200 -12.13700
H 22.51700 6.06200 -11.74500
O 21.35000 2.85200 -10.03000
H 22.12600 2.79900 -10.59700
H 20.89900 2.08400 -10.29000
O 19.28500 6.71200 -11.03200
H 20.06100 6.16500 -11.13800
H 18.69400 5.98700 -11.14500
O 18.98200 3.82700 -11.04100
H 19.86900 3.79300 -10.65700
H 18.55300 2.96400 -10.95700
O 17.34200 1.50600 -11.96100
H 16.74900 2.24600 -11.86600
H 16.72300 0.78100 -12.16200
O 18.42600 3.92500 -14.16900
H 19.10000 3.98600 -14.80200
H 18.72400 3.37800 -13.51800
O 20.29200 0.53200 -10.73000
H 19.62500 0.04000 -11.20900
H 20.78100 -0.10700 -10.22000
O 23.29500 4.74000 -9.04500
H 22.43500 4.45000 -9.30000
H 23.17200 5.55800 -8.57700
O 20.00800 1.43200 -13.34500
H 20.33100 1.04100 -12.49900
H 19.04700 1.39200 -13.16100
O 20.10200 5.53500 -8.41200
H 19.97700 4.67100 -8.03600
H 20.84500 5.94200 -7.96100
```

Output
Spin multiplicity: 1
E_LUMO (eV): -0.310
Frontier orbital gap (eV): 9.32


Model iv:
Density functional theory data (ωB97M-V with the def2-TZVPD basis set) for H26O13 as an isolated structure.

XYZ file:
```
39
Properties=species:S:1:pos:R:3
H 0.43597 1.17727 -0.32286
H 0.23753 -0.29769 -0.98864
H 3.32559 1.64372 2.92556
H 4.16679 1.10009 4.09016
H 2.92301 -0.76822 -2.46930
H 3.24455 -1.93061 -1.59254
H -2.73054 3.72151 -1.38373
H -3.28967 2.25982 -1.23872
H 1.28649 2.21199 -2.15371
H 1.27467 1.08961 -2.95860
H 0.31845 -2.30791 -2.42886
H -0.99102 -2.95790 -2.14509
H 0.09867 -3.32265 2.13185
H -0.59105 -4.58833 2.64559
H -3.61772 3.60495 1.32734
H -2.30770 3.56917 2.13468
H -3.47771 -1.89905 -3.81601
H -2.28714 -1.81307 -2.90693
H 1.22630 -1.52282 -0.62937
H 1.14994 -2.60598 0.56059
H 2.13108 -0.82439 0.85100
H 2.31588 -1.68682 2.12180
H 0.30266 1.88986 2.41896
H -0.51375 2.49379 3.52498
H -2.39609 1.72405 0.01353
H -2.18686 0.68659 1.11340
O 0.12898 0.22579 -0.19052
O 3.39907 0.97200 3.50151
O 2.85895 -1.74239 -2.45191
O -2.97542 2.97258 -1.93328
O 1.29169 2.06422 -3.07409
O -0.17960 -3.13607 -2.46509
O -0.07800 -3.87304 2.90660
O -2.91133 3.04119 1.59950
O -2.80169 -1.32589 -3.54507
O 1.78267 -2.18355 -0.12569
O 2.72095 -1.33472 1.39950
O -0.59499 2.18449 2.62687
O -2.68961 1.48841 0.92658
```

Output
Spin multiplicity: 1
E_LUMO (eV): -0.784
Frontier orbital gap (eV): 7.44


model i has the most favorable energy; the next structure is 26.6 kcal/mol above.


Model i:
Density functional theory data (ωB97M-V with the def2-TZVPD basis set) for a 13-piece molecular cluster, H26O13 overall.

XYZ file:
```
39
Properties=species:S:1:pos:R:3
O 48.30000 40.27200 45.00700
H 48.03200 40.03700 44.07900
H 48.43000 41.26900 44.97000
O 48.57600 41.32800 39.32200
H 47.78100 41.18900 38.87800
H 49.22700 41.06100 38.63200
O 51.60400 40.10000 40.23400
H 52.22700 40.64100 40.75700
H 50.73700 40.23300 40.74000
O 51.45200 42.80700 41.46300
H 51.51300 42.28500 42.31400
H 51.14600 43.70800 41.44400
O 48.86000 42.89400 44.73200
H 48.89400 42.43300 43.83800
H 49.84300 42.73000 44.78800
O 48.48200 42.06400 42.25400
H 49.09300 42.09900 41.58700
H 47.71000 42.43700 41.95300
O 45.47700 41.53000 43.61200
H 45.41800 42.33800 43.32800
H 45.75900 41.01000 42.87300
O 51.01900 40.64000 43.20300
H 51.11100 40.93800 44.12500
H 50.28700 40.03400 43.27400
O 47.83100 44.97300 43.84000
H 48.49300 44.24600 44.36600
H 47.00100 44.54700 43.45800
O 48.93000 38.73300 40.53800
H 48.75700 39.62100 40.20200
H 49.17800 38.24000 39.76700
O 45.54400 44.14600 42.66400
H 45.86300 44.30100 41.79800
H 44.67400 44.34900 42.25100
O 47.18000 44.52400 40.28200
H 46.57900 44.85300 39.66500
H 48.07100 44.62000 39.88300
O 47.49400 39.11300 42.33000
H 46.84300 39.43900 41.83600
H 48.13800 39.21000 41.56200
```

Output
Spin multiplicity: 1
E_LUMO (eV): -0.660
Frontier orbital gap (eV): 8.56


Model ii:
Density functional theory data (ωB97M-V with the def2-TZVPD basis set) for H26O13 as an isolated structure.

XYZ file:
```
39
Properties=species:S:1:pos:R:3
H -0.75220 -0.15347 -0.26569
H 0.74920 -0.15690 -0.02940
H -0.19912 -2.70291 0.46544
H 1.17886 -2.06166 0.46462
H -1.06651 0.17545 1.95272
H -1.41763 1.42109 2.74969
H -5.15374 1.39983 0.68341
H -4.63051 0.83861 1.99539
H 4.00958 -0.86456 0.04254
H 3.94216 0.23851 -1.00089
H -1.72877 -2.85333 1.83592
H -1.61465 -1.95496 0.61528
H 2.05073 -0.09638 2.91812
H 3.06853 0.38675 1.89797
H -3.16505 0.83816 -1.39831
H -2.99826 1.57332 -0.07855
H 3.40730 3.97017 -0.01105
H 2.18055 4.34206 0.80554
H -1.31988 0.59866 -2.26882
H -1.80427 1.75338 -3.13023
H 3.99978 -2.85496 -2.08877
H 3.18934 -3.04585 -0.81724
H 1.28665 3.20620 -1.17944
H 1.56871 1.85490 -0.54343
H -2.23047 -2.18274 -1.26449
H -2.70098 -2.78742 -2.57713
O 0.06113 -0.58438 -0.55171
O 0.53717 -2.48319 1.04732
O -0.75868 1.06928 2.14058
O -4.91735 0.57106 1.11497
O 3.72408 -0.68991 -0.86133
O -2.00366 -1.99423 1.49626
O 2.99979 -0.03803 2.76043
O -2.49246 1.18227 -0.79982
O 2.48760 3.72154 0.13497
O -1.65139 1.50194 -2.21241
O 4.01859 -2.67697 -1.14170
O 1.07338 2.26960 -1.25874
O -2.92758 -2.73091 -1.64201
```

Output
Spin multiplicity: 1
E_LUMO (eV): 0.031
Frontier orbital gap (eV): 7.81


model i has the most favorable energy; the next structure is 80.6 kcal/mol above.